{
  "formula": "C28H28FeN8OS",
  "method": "the ωB97M-V functional and the def2-TZVPD basis",
  "de_lowest_ev": 0.370,
  "largest_force_ha_per_bohr": 0.039,
  "homo_ev": [-6.87, -6.85],
  "lumo_ev": [0.44, 0.43],
  "homo_lumo_gap_ev": [7.31, 7.28],
  "e_tot_ev": -88682.4335,
  "elements": ["Fe", "N", "C", "S", "N", "N", "C", "C", "C", "C", "C", "C", "C", "C", "C", "C", "C", "C", "N", "H", "H", "H", "H", "H", "H", "H", "H", "H", "H", "H", "O", "C", "C", "C", "C", "C", "C", "C", "N", "C", "C", "N", "H", "H", "H", "H", "H", "H", "H", "N", "C", "N", "C", "C", "C", "C", "C", "H", "H", "H", "H", "H", "H", "H", "H", "H", "H"],
  "coordinates": [[-0.3930, -0.7736, 0.1451], [2.1945, 0.8963, 3.1595], [1.6498, 0.0516, 2.2274], [0.1487, -0.7250, 2.6001], [2.3454, -0.1072, 1.1279], [1.6224, -0.9212, 0.2925], [2.2248, -1.6891, -0.5316], [3.6864, -1.7314, -0.7765], [4.4175, -2.8823, -0.5051], [5.7892, -2.9076, -0.7181], [6.4324, -1.7828, -1.2135], [5.7047, -0.6307, -1.4851], [4.3380, -0.6013, -1.2596], [1.3007, -2.6603, -1.1659], [1.6556, -3.4668, -2.2345], [0.7117, -4.3412, -2.7519], [-0.5525, -4.3745, -2.1929], [-0.8241, -3.5253, -1.1305], [0.0795, -2.6999, -0.6113], [1.8502, 0.8083, 4.0983], [3.1683, 1.1223, 3.0368], [3.9122, -3.7586, -0.1161], [6.3542, -3.8027, -0.4920], [7.5011, -1.8016, -1.3856], [6.2055, 0.2496, -1.8672], [3.7657, 0.2968, -1.4533], [2.6480, -3.3934, -2.6568], [0.9621, -4.9801, -3.5893], [-1.3235, -5.0324, -2.5683], [-1.8026, -3.5083, -0.6654], [-0.5352, -0.4500, -1.7362], [-1.5150, -0.7945, -2.5072], [-1.2775, -1.1774, -3.8480], [-2.3142, -1.4943, -4.6964], [-3.6468, -1.4581, -4.2656], [-3.9038, -1.1090, -2.9557], [-2.8639, -0.7931, -2.0782], [-3.1259, -0.4756, -0.6809], [-2.3534, -0.8012, 0.3436], [-2.9980, -0.3536, 1.4834], [-4.1712, 0.2311, 1.1451], [-4.2383, 0.1487, -0.2348], [-0.2475, -1.2011, -4.1825], [-2.0921, -1.7870, -5.7162], [-4.4555, -1.7084, -4.9381], [-4.9275, -1.1056, -2.5938], [-2.5739, -0.5099, 2.4601], [-4.9505, 0.6777, 1.7359], [-4.9554, 0.5257, -0.8278], [-0.4123, 1.3028, 0.5015], [-0.7929, 2.0859, 1.2600], [-1.2270, 2.9818, 2.1135], [-2.0731, 4.0920, 1.6638], [-1.8134, 5.3082, 2.5604], [-0.3568, 5.3113, 3.0187], [-0.0934, 4.1294, 3.9627], [-0.9161, 2.9036, 3.5415], [-3.1266, 3.7955, 1.6896], [-1.8121, 4.3131, 0.6290], [-2.4720, 5.2828, 3.4325], [-2.0554, 6.2131, 2.0025], [-0.1062, 6.2507, 3.5110], [0.2860, 5.2268, 2.1390], [-0.3674, 4.3988, 4.9855], [0.9700, 3.8861, 3.9631], [-1.8638, 2.8617, 4.0854], [-0.3947, 1.9648, 3.7165]],
  "forces_ev_per_angstrom": [[1.3, -0.6, 1.4], [-0.2, 0.1, 0.0], [0.3, 0.1, 0.2], [-0.1, -0.2, -0.1], [-0.5, -0.2, 0.0], [0.2, 0.9, -0.7], [-0.1, -0.5, -0.1], [-0.1, 0.0, 0.2], [0.1, -0.1, 0.0], [0.0, 0.0, 0.0], [0.0, 0.0, 0.0], [0.0, 0.0, 0.0], [0.0, 0.0, 0.0], [0.3, 0.3, 0.0], [0.0, -0.1, 0.0], [0.1, 0.0, 0.0], [0.0, 0.0, 0.1], [0.0, -0.1, 0.2], [-0.7, 0.2, -0.1], [0.1, -0.1, 0.0], [0.0, 0.0, 0.0], [0.0, 0.0, 0.0], [0.0, 0.0, 0.0], [0.0, 0.0, 0.0], [0.0, 0.0, 0.0], [0.0, 0.0, 0.0], [0.0, 0.0, 0.0], [0.0, 0.0, 0.0], [0.0, 0.0, 0.0], [0.0, 0.1, 0.0], [0.2, 0.1, -0.8], [0.2, 0.1, 0.1], [-0.1, 0.1, -0.1], [0.0, 0.0, 0.0], [0.1, 0.0, 0.0], [0.0, 0.0, 0.0], [0.0, 0.1, 0.2], [-0.2, -0.3, -0.2], [-0.4, 0.6, 0.0], [0.0, -0.2, 0.0], [-0.1, 0.0, -0.1], [-0.1, 0.0, 0.1], [0.0, 0.0, 0.0], [0.0, 0.0, 0.0], [0.0, 0.0, 0.0], [0.0, 0.0, 0.0], [0.0, 0.1, 0.0], [0.0, 0.0, 0.0], [0.0, 0.0, 0.0], [-0.1, -0.4, 0.0], [-0.2, 0.2, -0.1], [0.0, 0.0, -0.1], [0.0, -0.1, 0.1], [0.0, 0.0, 0.0], [-0.1, 0.0, 0.0], [0.0, 0.0, 0.0], [0.1, 0.0, -0.1], [0.0, 0.0, 0.0], [0.0, 0.0, 0.0], [0.0, 0.0, 0.0], [0.0, 0.0, 0.0], [0.0, 0.0, 0.0], [0.0, 0.0, 0.0], [0.0, 0.0, 0.0], [0.0, 0.0, 0.0], [0.0, 0.0, 0.0], [0.0, 0.0, 0.0]]
}